Entry 1:
Formula: C8H19B2IO6
Source: the Open Molecules 2025 dataset
Level of theory: the ωB97M-V functional and the def2-TZVPD basis

Geometry as ORCA input:
```
! wB97M-V def2-TZVPD RIJCOSX def2/J DEFGRID3
* xyz 0 1
C 2.579 5.005 -3.387
C 2.389 5.518 -1.971
O 1.094 5.150 -1.462
C 0.790 3.943 -0.931
C 1.774 2.818 -1.066
O -0.303 3.757 -0.401
H 2.529 3.917 -3.436
H 3.548 5.322 -3.785
H 1.787 5.384 -4.039
H 3.183 5.191 -1.293
H 2.420 6.612 -1.979
H 1.471 2.181 -1.902
H 1.764 2.235 -0.141
H 2.801 3.141 -1.213
C -0.430 -5.782 0.011
C -0.775 -4.489 0.728
O -1.824 -3.785 0.038
C -3.144 -4.057 0.161
C -3.567 -5.307 0.878
O -3.979 -3.324 -0.361
H -1.280 -6.464 -0.030
H 0.396 -6.294 0.515
H -0.142 -5.579 -1.024
H -1.035 -4.645 1.779
H 0.099 -3.831 0.718
H -3.793 -6.080 0.138
H -4.467 -5.085 1.460
H -2.832 -5.685 1.583
O 1.252 0.165 3.119
B 0.419 1.363 2.846
O 1.039 2.647 2.373
B -1.258 1.387 2.991
I -2.312 0.144 1.459
H 1.160 -0.386 2.263
H 0.472 2.886 1.556
H -1.824 2.026 3.807
*
```

The SMILES is CCOC(C)=O.CCOC(C)=O.OB(O)BI. The calculation puts the HOMO energy at -9.268 eV. As for the frontier orbital gap: 8.90 eV.

Here are the Löwdin charges for atoms 1 to 4, given in e: C -0.0685; C -0.2238; O 0.0010; C -0.4892

***

Entry 2:
Formula: C28H86F3N4O23Si
Source: the Open Molecules 2025 dataset
Level of theory: the ωB97M-V functional and the def2-TZVPD basis

Geometry as ORCA input:
```
! wB97M-V def2-TZVPD RIJCOSX def2/J DEFGRID3
* xyz 1 1
C 6.760 -2.188 -1.247
C 6.563 -0.681 -1.305
O 7.556 0.028 -1.328
N 5.213 -0.139 -1.290
C 5.073 0.475 0.056
C 5.031 0.860 -2.362
C 3.815 0.557 -3.254
C 2.591 0.111 -2.453
C 1.378 -0.229 -3.366
N 0.267 0.695 -3.129
C -0.689 0.509 -2.283
N -0.664 -0.648 -1.490
C -1.626 -0.365 -0.416
C -2.034 1.109 -0.538
C -3.368 1.519 0.109
O -3.418 2.837 0.591
C -4.183 3.749 -0.181
O -4.912 4.534 0.723
C -6.057 3.834 1.175
C -7.263 3.965 0.250
O -7.454 5.307 -0.197
C -0.917 1.866 0.269
C -0.909 1.526 1.767
C -0.999 2.770 2.668
F 0.349 0.936 2.066
N -1.760 1.358 -1.976
C -2.834 1.261 -2.961
F -2.260 1.620 -4.175
F -3.774 2.194 -2.780
C -3.444 -0.130 -3.178
C -4.895 -0.315 -2.669
Si -5.449 -2.070 -3.174
C -7.277 -2.161 -2.711
C -5.167 -2.438 -4.993
C -4.455 -3.203 -2.017
C -3.207 -3.718 -2.342
C -2.525 -4.495 -1.433
C -3.090 -4.739 -0.212
C -4.330 -4.260 0.134
C -5.007 -3.485 -0.784
H 7.196 -2.494 -0.295
H 7.421 -2.487 -2.057
H 5.801 -2.705 -1.341
H 5.644 -0.139 0.763
H 4.029 0.458 0.384
H 5.508 1.480 0.107
H 4.940 1.863 -1.921
H 5.939 0.911 -2.972
H 4.127 -0.177 -4.008
H 3.603 1.485 -3.807
H 2.335 0.929 -1.768
H 2.897 -0.746 -1.849
H 1.724 -0.098 -4.394
H 1.101 -1.270 -3.213
H 0.274 1.547 -3.680
H -0.882 -1.478 -2.035
H -1.328 -0.779 0.547
H -2.562 -0.932 -0.606
H -3.484 0.867 0.984
H -4.209 1.273 -0.549
H -4.905 3.269 -0.852
H -3.542 4.434 -0.747
H -6.378 4.178 2.165
H -5.867 2.756 1.298
H -7.087 3.344 -0.650
H -8.184 3.571 0.699
H -8.046 5.239 -0.953
H -0.965 2.945 0.104
H 0.083 1.573 -0.088
H -1.650 0.772 2.046
H -0.081 3.336 2.532
H -1.910 3.342 2.525
H -1.038 2.390 3.698
H -3.493 -0.294 -4.261
H -2.837 -0.946 -2.779
H -4.978 -0.302 -1.577
H -5.528 0.435 -3.149
H -7.400 -1.751 -1.699
H -7.660 -3.185 -2.678
H -7.877 -1.508 -3.354
H -5.465 -1.567 -5.590
H -4.118 -2.666 -5.209
H -5.816 -3.259 -5.312
H -2.795 -3.469 -3.319
H -1.540 -4.877 -1.681
H -2.545 -5.328 0.522
H -4.788 -4.432 1.101
H -5.976 -3.074 -0.516
O 3.108 0.710 3.704
H 3.676 -0.007 3.398
H 2.244 0.504 3.330
O -6.465 1.405 -4.839
H -6.668 2.028 -5.546
H -5.589 1.672 -4.541
O 7.960 -4.753 -1.343
H 8.671 -4.862 -1.982
H 8.200 -5.348 -0.619
O 4.099 3.054 5.075
H 3.599 2.374 4.602
H 4.997 2.704 5.105
O -4.271 -0.552 2.336
H -5.138 -0.926 2.148
H -4.300 -0.349 3.280
O -7.086 6.936 3.227
H -6.190 7.048 2.893
H -7.603 6.717 2.444
O 5.203 -1.302 5.116
H 4.982 -0.371 5.227
H 5.409 -1.599 6.009
O -4.394 2.882 4.073
H -3.647 3.138 4.624
H -4.140 3.163 3.185
O 7.664 -7.191 0.380
H 7.581 -7.359 1.321
H 7.531 -8.061 -0.022
O 7.602 -9.772 1.643
H 7.518 -9.942 2.588
H 7.465 -10.632 1.235
O -0.125 1.638 -6.511
H -0.708 1.572 -5.749
H 0.610 2.182 -6.198
O 5.533 3.128 7.736
H 4.970 3.469 7.031
H 5.097 3.427 8.544
O 7.827 -9.927 -1.085
H 8.299 -9.647 -1.877
H 8.504 -10.356 -0.552
O 3.536 3.173 10.187
H 3.105 2.311 10.195
H 2.901 3.759 10.610
O 2.388 2.310 -7.870
H 2.985 1.620 -8.177
H 1.545 2.093 -8.284
O -0.818 0.028 5.181
H -0.402 0.294 4.354
H -0.109 -0.369 5.699
O -0.818 5.669 2.800
H -0.989 6.273 2.069
H 0.063 5.915 3.103
O 1.944 1.521 8.143
H 1.243 1.998 7.688
H 2.710 1.615 7.564
O 10.081 -2.125 -0.585
H 9.420 -1.620 -1.075
H 10.876 -2.057 -1.123
*
```

The calculation puts the HOMO energy at -11.245 eV. As for the frontier orbital gap: 7.95 eV.

Here are the Löwdin charges for atoms 1 to 4, given in e: C -0.0145; C -0.4505; O 0.0882; N -0.1338

***

Entry 3:
Formula: C5H12NO
Source: the Open Molecules 2025 dataset
Level of theory: the ωB97M-V functional and the def2-TZVPD basis

Geometry as ORCA input:
```
! wB97M-V def2-TZVPD RIJCOSX def2/J DEFGRID3
* xyz 0 2
C 0.200 2.070 -1.207
N -0.774 1.123 -0.663
C -0.220 0.158 0.265
C 0.226 -1.079 -0.539
C 1.250 -1.913 0.242
O 2.479 -1.410 0.240
C -1.243 -0.179 1.383
H -0.176 2.498 -2.140
H 0.380 2.870 -0.486
H 1.122 1.571 -1.490
H -1.583 1.631 -0.345
H 0.664 0.544 0.791
H 0.650 -0.614 -1.428
H -0.610 -1.653 -0.918
H 1.092 -2.980 0.010
H 0.912 -1.882 1.286
H -0.717 -0.207 2.340
H -1.961 0.605 1.407
H -1.690 -1.153 1.252
*
```

As for the expectation value of S²: 0.7541. The calculation puts the HOMO energy (alpha / beta) at -8.615 / -8.593 eV. As for the frontier orbital gap (alpha / beta): 9.69 / 7.22 eV. The energy above the lowest of the compared OMol25 structures with the same formula, charge and spin is 18.69 kcal per mole.

Here are the Löwdin charges for atoms 1 to 4, given in e: C -0.1187; N -0.1097; C -0.4263; C -0.1447

***

Number 1: E_tot -30343.52776 eV. Number 2: E_tot -99508.26981 eV. Number 3: E_tot -8914.37657 eV.